No. 1
Density functional theory data (ωB97M-V with the def2-TZVPD basis set) for a molecular structure, C21H26BBr4F6I3NO3P.

Positions of all 66 atoms, in Å:
1 I -5.38 -3.33 -0.13
2 P 5.75 0.43 1.85
3 F 4.79 0.78 3.15
4 C 2.85 -1.62 -0.80
5 Br -2.36 2.11 -2.83
6 H 4.78 1.30 -1.23
7 F 4.55 -0.72 1.56
8 C 0.32 0.44 -0.38
9 H -1.90 1.88 1.29
10 O 1.89 1.72 -1.96
11 H -1.69 -4.29 -1.14
12 H -5.99 2.39 -0.42
13 H -3.98 -0.70 0.18
14 H 2.70 0.01 0.63
15 C 0.72 -0.73 0.24
16 I 1.48 -2.18 -2.48
17 H -0.26 2.09 -1.95
18 C 0.17 -2.96 2.65
19 I -3.68 -1.67 2.68
20 C -4.16 1.36 -0.17
21 H 1.25 -3.21 0.85
22 H 2.25 2.99 0.36
23 C 4.30 1.35 -2.20
24 H -1.93 -3.07 1.64
25 H 3.91 0.38 -2.49
26 H -3.18 -4.01 -2.01
27 C 0.25 -2.97 1.20
28 C -2.51 -3.58 -1.27
29 H -0.37 -3.78 0.82
30 C -3.47 0.00 -0.47
31 H 3.33 3.20 -1.58
32 Br -4.53 1.55 1.74
33 C -1.05 3.16 -0.31
34 F 6.91 0.64 3.00
35 H -3.15 -4.39 0.56
36 Br -3.97 -0.76 -2.21
37 H 3.06 2.75 -3.25
38 C -1.13 1.98 -1.34
39 B 1.50 1.50 -0.70
40 C -1.99 -0.22 -0.23
41 H 2.44 -1.56 1.25
42 H 5.04 1.61 -2.95
43 H -3.56 2.22 -0.42
44 H -6.15 0.68 -0.71
45 F 4.63 1.40 1.04
46 C -1.35 2.80 1.15
47 C 2.20 -0.93 0.40
48 C -1.60 -1.37 0.44
49 C -2.53 -2.43 1.02
50 F 6.75 1.31 0.89
51 C 3.17 2.36 -2.25
52 O 3.96 -1.94 -0.93
53 H -0.09 -2.96 4.90
54 C -3.22 -3.43 0.07
55 H -0.41 2.70 1.69
56 H -2.11 -2.66 -1.67
57 N -1.00 0.66 -0.65
58 H -1.90 3.60 1.63
59 H -5.37 1.76 -1.92
60 Br -2.03 4.74 -0.85
61 C 0.07 -2.96 3.85
62 H -0.03 3.49 -0.35
63 O 2.05 2.06 0.43
64 F 6.66 -0.85 1.38
65 C -5.50 1.53 -0.87
66 C -0.23 -1.65 0.63

The calculation puts the LUMO energy at -0.078 Eh. The calculation puts the HOMO energy at -9.7 eV. As for the total energy: -360575.313 eV. For the orbital gap, the calculation gives 7.586 eV.

No. 2
Density functional theory data (ωB97M-V with the def2-TZVPD basis set) for a molecular structure, C21H26ClInN3O6.

Positions of all 58 atoms, in Å:
1 C -4.86 -4.64 -0.66
2 O 1.45 -1.58 1.48
3 H -3.85 -6.52 -0.66
4 H -2.07 -3.52 -0.43
5 C -3.44 1.44 -4.44
6 H 2.35 5.08 0.33
7 H -4.52 1.87 -6.23
8 N -3.69 -1.62 -2.40
9 O -1.78 2.11 -2.40
10 C -4.87 -0.93 -4.37
11 H -3.55 -5.55 0.77
12 H 1.78 2.79 1.96
13 C -5.07 -0.03 -5.39
14 O 1.97 0.39 0.39
15 C -2.53 -3.94 -1.33
16 H -1.78 4.97 0.02
17 H 2.44 2.78 -0.29
18 H -2.09 -3.47 -2.20
19 C -6.77 -3.28 -1.29
20 H -5.09 -6.38 0.57
21 O -0.09 0.14 1.38
22 H -0.72 4.82 -1.39
23 C -4.56 -2.58 -1.89
24 C 0.75 3.01 1.71
25 H 1.53 5.33 -1.23
26 O -1.84 0.09 -1.49
27 C -4.36 1.17 -5.42
28 C -3.21 0.53 -3.40
29 H 1.15 5.11 2.30
30 H -0.57 4.70 2.27
31 N 0.47 2.69 0.33
32 H -1.27 2.30 -1.56
33 C 1.49 3.23 -0.53
34 C -3.93 -0.69 -3.36
35 O 1.81 0.40 2.70
36 H -1.54 2.70 0.70
37 H -2.29 -5.00 -1.37
38 C 0.38 4.56 1.76
39 H -5.79 -0.25 -6.16
40 C -4.31 -5.84 0.04
41 C -0.84 4.55 -0.34
42 C -0.78 3.09 0.02
43 C -5.94 -2.36 -1.88
44 N 0.28 5.09 0.42
45 In 0.31 -1.22 -0.82
46 H -6.33 -1.45 -2.29
47 H 0.10 2.45 2.39
48 H 1.24 3.02 -1.57
49 H -5.40 -1.87 -4.38
50 H -6.90 -5.11 -0.19
51 C 1.50 4.79 -0.28
52 Cl 1.30 -0.17 1.53
53 C -4.01 -3.73 -1.29
54 C -6.24 -4.41 -0.67
55 H -7.83 -3.11 -1.27
56 H -2.86 -1.44 -1.83
57 H -2.87 2.36 -4.45
58 C -2.25 0.87 -2.37

The calculation puts the LUMO energy at -0.212 Eh. As for the net charge: +1. The calculation puts the HOMO energy at -9.9 eV. As for the total energy: -56635.327 eV. For the orbital gap, the calculation gives 4.159 eV.

No. 3
Density functional theory data (ωB97M-V with the def2-TZVPD basis set) for a single C21H26ClN3O5S molecule.

Positions of all 57 atoms, in Å:
1 H 2.94 -2.05 2.14
2 H 1.80 0.79 5.11
3 H -1.10 1.61 2.63
4 H -0.36 -1.22 5.94
5 H -1.87 3.31 -3.16
6 H -2.54 -1.63 1.53
7 C -2.46 0.34 -0.32
8 H -0.14 2.93 -3.34
9 C -1.51 -1.39 1.22
10 C -2.38 1.21 0.94
11 C 0.26 -0.34 6.14
12 H -0.05 0.08 -5.83
13 H -1.79 -1.64 -0.90
14 O 0.40 0.26 3.78
15 N 1.32 0.50 -2.82
16 H 0.87 -0.53 7.02
17 C 2.14 -0.30 -0.65
18 C -0.13 -0.79 3.10
19 H 3.65 2.07 1.25
20 C 2.64 0.95 -0.27
21 C 1.16 -0.07 4.94
22 C 2.87 -1.22 1.46
23 C -1.13 2.51 -3.16
24 O 0.10 -1.95 3.37
25 Cl 4.19 0.21 3.31
26 C 3.26 1.11 0.95
27 N -2.21 1.09 -1.55
28 H -1.54 -2.02 -4.34
29 C -0.55 -2.41 -4.10
30 H 0.77 1.54 -5.18
31 O -2.44 0.39 -4.16
32 C 1.47 -0.43 -1.92
33 H 1.84 -2.33 -0.05
34 C -1.14 1.86 -1.78
35 H -2.70 0.74 -2.38
36 C 2.25 -1.38 0.23
37 H -2.45 2.26 0.66
38 C 0.09 0.72 -4.96
39 H 1.77 -0.96 4.72
40 H -0.91 -2.29 1.32
41 O 0.86 -1.59 -2.26
42 C 0.25 -1.35 -3.44
43 H -0.65 -3.26 -3.43
44 H -3.49 -0.03 -0.42
45 H 2.52 1.78 -0.95
46 H -0.38 0.51 6.33
47 N -0.95 -0.39 2.11
48 C 3.38 0.02 1.80
49 H -0.08 -2.74 -5.02
50 C 0.55 -0.06 -3.79
51 S -1.58 1.49 -4.64
52 H -0.50 -0.52 -0.44
53 H -3.23 0.97 1.59
54 C -1.09 1.00 1.72
55 C -1.51 -0.86 -0.20
56 H -0.23 1.32 1.11
57 O -0.28 2.15 -0.97

Its relative energy (zero: lowest compared OMol25 entry of this formula, charge and spin) is 0.0000 eV. The calculation puts the LUMO energy at 0.017 Eh. The calculation puts the HOMO energy at -8.2 eV. As for the total energy: -60265.828 eV. For the orbital gap, the calculation gives 8.630 eV.

No. 4
Density functional theory data (ωB97M-V with the def2-TZVPD basis set) for a molecular structure, C21H26CoFN7O5.

Positions of all 61 atoms, in Å:
1 H 3.75 3.47 -0.60
2 C -3.10 0.10 1.59
3 N 2.60 1.97 -1.47
4 H 4.74 2.02 -3.09
5 H -5.79 -2.80 -1.38
6 Co -2.26 -0.90 -1.18
7 H 3.95 4.80 -2.78
8 C -1.71 0.41 3.49
9 H 2.34 4.78 -2.10
10 H 1.65 -2.43 -0.79
11 H -2.83 1.09 1.22
12 H 5.61 1.86 -0.16
13 H -1.69 0.43 4.58
14 H -0.10 -1.33 1.18
15 C 3.72 -1.92 -0.52
16 C 3.11 4.16 -2.54
17 C 4.69 -0.93 -0.61
18 H 6.33 0.96 -1.50
19 C 0.62 -0.07 -1.35
20 C -1.14 1.80 -1.48
21 C 4.90 2.46 -2.11
22 C 3.59 3.05 -1.60
23 O -0.19 -1.02 -1.33
24 N -2.50 -2.22 3.02
25 H -4.11 -0.14 1.27
26 N -2.16 -0.90 1.03
27 C -3.43 -1.22 3.52
28 C 4.35 0.35 -0.98
29 C -2.54 -2.24 1.58
30 C -3.80 -3.29 -1.32
31 H 1.00 3.29 -1.63
32 C 2.40 -1.66 -0.81
33 H 2.74 3.73 -3.47
34 O -2.05 0.89 -1.58
35 H -3.55 -2.49 1.26
36 H -0.45 -2.64 3.09
37 N -3.06 0.10 3.04
38 H 5.64 3.26 -2.21
39 C 5.40 1.40 -1.14
40 H -4.81 -0.86 -2.50
41 F 4.08 -3.15 -0.14
42 H -1.84 -2.99 1.20
43 O -2.66 -2.68 -1.44
44 C 2.03 -0.34 -1.13
45 C -0.80 -0.58 1.55
46 H -1.12 -1.91 4.57
47 C 1.30 2.25 -1.53
48 C 0.29 1.31 -1.47
49 H -1.43 1.40 3.11
50 H -4.44 -1.47 3.18
51 C -1.15 -1.90 3.48
52 N -0.77 -0.58 2.99
53 H -0.51 0.41 1.19
54 O -1.36 2.99 -1.34
55 H -3.42 -1.23 4.62
56 O -3.98 -4.47 -1.25
57 N -4.88 -2.40 -1.17
58 H 5.72 -1.19 -0.39
59 C 3.00 0.68 -1.21
60 H -5.27 -0.44 -0.96
61 N -4.65 -1.04 -1.50

The spin multiplicity is 5. The calculation puts the LUMO energy (alpha / beta) at -0.115 / -0.202 Eh. As for the net charge: +1. The calculation puts the HOMO energy (alpha / beta) at -11.7 / -11.7 eV. As for the total energy: -83206.797 eV. For the orbital gap (alpha / beta), the calculation gives 8.555 / 6.163 eV.

No. 5
Density functional theory data (ωB97M-V with the def2-TZVPD basis set) for a molecular structure, C21H26CoN6.

Positions of all 54 atoms, in Å:
1 H 3.07 -0.43 0.07
2 C 0.47 1.90 -3.91
3 H -0.38 2.11 3.51
4 N 0.49 0.57 2.33
5 C -0.62 -4.09 2.23
6 H 2.97 1.48 -1.20
7 C -1.18 -1.97 1.28
8 N 0.72 2.37 0.35
9 C 0.98 -2.79 1.04
10 C -1.72 2.10 -2.94
11 H 1.98 -2.65 0.65
12 H -4.13 1.36 -1.54
13 H 4.08 1.81 0.12
14 H -1.14 3.01 -4.80
15 H 3.25 1.33 2.26
16 C -3.51 -0.98 0.84
17 H 0.28 2.76 -0.48
18 C -2.19 0.74 -0.85
19 H -2.57 -3.19 2.36
20 C -3.57 0.76 -0.84
21 H -4.02 -1.71 1.44
22 H -2.74 2.45 -2.98
23 H -5.31 -0.09 0.09
24 C -0.82 2.40 -3.96
25 H 2.32 3.62 -0.31
26 N -0.01 0.87 -1.81
27 H -1.11 2.69 1.31
28 C 0.84 1.14 -2.81
29 H 2.44 3.08 1.35
30 C 2.16 2.76 0.35
31 H 1.32 2.34 3.13
32 C 2.92 0.33 1.99
33 H 1.18 2.07 -4.70
34 C 0.65 -3.96 1.72
35 N 2.58 0.34 0.52
36 C -2.13 -0.94 0.77
37 C -1.56 -3.08 2.00
38 Co 0.49 0.19 0.16
39 H 1.40 -4.73 1.84
40 N -1.52 -0.02 0.02
41 H 1.58 -1.15 2.78
42 C -1.29 1.31 -1.89
43 C 0.36 2.01 2.72
44 N 0.09 -1.81 0.85
45 C 1.73 -0.08 2.83
46 H 1.90 0.17 3.88
47 H 1.83 0.73 -2.74
48 C -4.23 -0.08 0.06
49 C -0.05 2.83 1.53
50 H -0.91 -4.97 2.79
51 H -0.31 0.06 2.70
52 H 0.12 3.89 1.72
53 C 3.04 1.60 -0.12
54 H 3.75 -0.33 2.18

The spin multiplicity is 5. The calculation puts the LUMO energy (alpha / beta) at -0.362 / -0.439 Eh. As for the net charge: +3. The calculation puts the HOMO energy (alpha / beta) at -18.3 / -18.3 eV. As for the total energy: -68741.212 eV. For the orbital gap (alpha / beta), the calculation gives 8.427 / 6.312 eV.

No. 6
Density functional theory data (ωB97M-V with the def2-TZVPD basis set) for a molecular structure, C21H26FeNO2.

Positions of all 51 atoms, in Å:
1 H 1.07 2.89 1.35
2 H 3.47 4.06 0.19
3 H -0.69 -0.15 0.36
4 C -3.55 0.12 1.27
5 C -4.28 -1.00 1.79
6 C -5.75 0.27 0.51
7 C 3.15 0.81 0.55
8 H -3.88 -1.77 2.45
9 H 1.29 2.29 -2.41
10 H 0.02 -4.45 0.33
11 C 0.94 -3.04 -1.02
12 H 1.18 0.83 0.74
13 O -3.34 0.15 -2.77
14 H 3.01 0.50 1.60
15 C 0.74 -3.63 0.23
16 O -2.44 -3.14 -0.89
17 H -0.79 -0.55 -1.46
18 H 4.77 1.89 1.48
19 H -6.45 -1.57 1.61
20 C -3.34 -2.51 -0.50
21 C 2.60 -1.55 -0.06
22 H -4.21 1.86 0.00
23 C 4.10 2.00 0.62
24 H -0.43 2.35 -2.88
25 C 2.39 -2.15 1.19
26 C 0.35 1.73 -2.41
27 C -0.49 0.14 -0.67
28 Fe -4.32 -0.95 -0.20
29 H 1.34 3.35 -0.34
30 H 4.56 -0.74 0.22
31 C -3.96 -0.28 -1.88
32 N 1.82 1.33 0.11
33 C 1.76 2.77 0.50
34 H 4.73 2.09 -0.27
35 C 1.47 -3.19 1.33
36 C 1.88 -2.01 -1.16
37 C 3.60 -0.43 -0.21
38 H 3.20 3.53 1.88
39 H 3.78 -0.19 -1.27
40 H -6.65 0.66 0.06
41 H 1.32 -3.66 2.31
42 H 2.03 -1.52 -2.13
43 H -0.33 2.24 -0.40
44 H 0.46 0.82 -3.03
45 C -4.46 0.91 0.48
46 C 0.03 1.38 -0.98
47 C 3.18 3.21 0.82
48 H 0.37 -3.37 -1.89
49 C -5.64 -0.91 1.32
50 H 2.95 -1.78 2.06
51 H -2.52 0.37 1.49

The spin multiplicity is 5. Its relative energy (zero: lowest compared OMol25 entry of this formula, charge and spin) is 0.4051 eV. The calculation puts the LUMO energy (alpha / beta) at -0.117 / -0.222 Eh. As for the net charge: +1. The calculation puts the HOMO energy (alpha / beta) at -8.7 / -11.3 eV. As for the total energy: -62158.860 eV. For the orbital gap (alpha / beta), the calculation gives 5.507 / 5.255 eV.

No. 7
Density functional theory data (ωB97M-V with the def2-TZVPD basis set) for a molecular structure, C21H26HfN7O7P2S2.

Positions of all 66 atoms, in Å:
1 Hf -6.08 -16.05 -10.71
2 H -7.24 -13.16 -14.75
3 C -2.13 -10.86 -3.13
4 C -4.91 -15.01 -6.22
5 C -4.53 -19.88 -10.43
6 H -3.09 -12.43 -7.71
7 H -6.10 -13.41 -9.99
8 H -4.62 -15.03 -5.17
9 H -5.52 -12.29 -8.66
10 C -5.15 -16.28 -7.02
11 H -5.01 -9.14 -3.03
12 N -4.39 -17.47 -10.24
13 C -6.35 -14.61 -6.66
14 C -3.02 -9.81 -2.84
15 H -3.06 -16.94 -7.37
16 N -5.33 -11.69 -6.12
17 H -9.26 -16.06 -14.78
18 N -7.00 -15.82 -8.75
19 S -7.89 -15.54 -6.40
20 C -4.02 -17.06 -7.82
21 H -10.30 -16.36 -13.36
22 H -7.73 -19.00 -14.51
23 H -9.96 -14.72 -13.86
24 C -3.39 -13.00 -6.76
25 H -9.37 -17.62 -7.43
26 S -4.31 -18.85 -8.08
27 H -9.00 -17.45 -9.21
28 H -5.94 -16.93 -6.64
29 O -6.20 -15.59 -15.03
30 C -4.25 -9.79 -3.38
31 N -5.62 -10.78 -5.26
32 H -5.15 -19.65 -11.26
33 P -6.74 -15.03 -13.64
34 C -2.46 -11.84 -4.04
35 H -4.42 -12.99 -9.94
36 N -4.16 -12.22 -5.84
37 H -2.66 -9.08 -2.18
38 C -9.51 -15.73 -13.81
39 H -4.82 -20.71 -9.84
40 C -4.47 -18.70 -9.67
41 O -8.17 -15.31 -11.60
42 C -4.09 -16.51 -9.26
43 H -1.65 -12.61 -4.09
44 C -9.16 -16.99 -8.31
45 H -5.83 -16.48 -15.16
46 C -5.95 -15.25 -7.95
47 C -4.49 -10.71 -4.38
48 H -9.04 -15.46 -11.23
49 C -3.59 -11.65 -4.73
50 H -10.05 -16.38 -8.31
51 O -5.74 -15.09 -12.46
52 P -7.98 -17.71 -12.62
53 C -4.80 -14.42 -8.49
54 O -9.27 -18.12 -12.05
55 O -6.95 -13.56 -13.91
56 N -4.06 -14.27 -7.18
57 H -6.62 -13.58 -6.65
58 H -3.46 -20.12 -10.70
59 N -4.31 -15.31 -9.59
60 H -1.11 -10.89 -2.69
61 C -8.03 -16.10 -7.95
62 C -8.20 -15.91 -12.96
63 O -6.79 -17.73 -11.60
64 C -5.24 -13.19 -9.30
65 H -2.43 -13.26 -6.30
66 O -7.29 -18.24 -13.99

Its relative energy (zero: lowest compared OMol25 entry of this formula, charge and spin) is 6.4976 eV. The calculation puts the LUMO energy at -0.360 Eh. As for the net charge: +3. The calculation puts the HOMO energy at -14.9 eV. As for the total energy: -88496.367 eV. For the orbital gap, the calculation gives 5.132 eV.

No. 8
Density functional theory data (ωB97M-V with the def2-TZVPD basis set) for a single C21H26N2O2 molecule.

Positions of all 51 atoms, in Å:
1 H -4.59 6.38 -0.13
2 C -4.73 0.70 -1.54
3 C -4.29 5.34 -0.08
4 C -4.82 2.14 -2.04
5 H 2.37 -3.62 0.44
6 C -1.13 -2.01 0.32
7 C -3.48 4.90 0.95
8 H -5.37 4.78 -1.84
9 H 7.00 -0.13 1.72
10 C 6.82 -0.62 0.75
11 C -3.54 2.66 0.05
12 H -3.64 -1.38 -0.04
13 H 5.01 -2.66 -0.33
14 H -5.48 0.53 -0.75
15 H -5.84 2.37 -2.35
16 N 3.04 -2.91 0.22
17 C 0.67 -0.64 -1.26
18 H -2.08 1.15 0.41
19 H 7.52 -0.23 0.02
20 N -3.38 0.47 -1.06
21 H -1.05 0.24 -2.19
22 H 6.75 -2.21 2.86
23 H 4.54 -1.65 1.94
24 O 3.40 -0.76 -0.38
25 H -2.47 3.22 1.81
26 H -1.83 -2.53 0.95
27 C 4.92 -2.66 1.81
28 H 5.80 -0.41 0.42
29 H -4.17 2.25 -2.92
30 C -3.10 3.57 1.01
31 C 1.14 -1.53 -0.30
32 H -3.13 5.59 1.71
33 H 4.62 -4.25 0.36
34 C 6.45 -2.66 1.90
35 H 0.56 -2.87 1.28
36 C 0.23 -2.21 0.49
37 H -3.71 0.78 1.01
38 H -4.94 0.01 -2.36
39 C -4.73 4.45 -1.04
40 C -4.36 3.11 -0.99
41 C -1.60 -1.14 -0.66
42 C 4.45 -3.18 0.45
43 H -3.36 -1.46 -1.80
44 C 2.62 -1.68 -0.15
45 O 7.09 -2.00 0.84
46 C -3.15 1.22 0.16
47 H 4.52 -3.28 2.62
48 H 1.39 -0.10 -1.86
49 C -3.07 -0.94 -0.88
50 H 6.82 -3.69 1.86
51 C -0.68 -0.45 -1.45

Its relative energy (zero: lowest compared OMol25 entry of this formula, charge and spin) is 1.7758 eV. The calculation puts the LUMO energy at 0.027 Eh. The SMILES is COCCCNC(=O)c1ccc(CN2CCc3ccccc3C2)cc1. The calculation puts the HOMO energy at -8.8 eV. As for the total energy: -29274.620 eV. For the orbital gap, the calculation gives 9.521 eV.

| no. | F_max (eV/Å) |
| --- | --- |
| 1 | 1.16 |
| 2 | 2.39 |
| 3 | 1.44 |
| 4 | 2.59 |
| 5 | 0.46 |
| 6 | 5.66 |
| 7 | 5.06 |
| 8 | 0.52 |